71
Properties=species:S:1:pos:R:3 method="wB97M-V/def2-TZVPD" lumo_energy_ha=-0.1886 homo_lumo_gap_ev=8.52 total_charge=+2 e_tot_ev=-98002.968
Bi 0.203 0.198 -0.458
C -3.009 1.673 1.587
C -2.532 2.726 2.575
S -0.764 2.907 2.841
C -0.195 1.374 3.594
C 1.332 1.382 3.564
S 2.098 1.084 1.937
C 2.763 2.671 1.369
C 1.798 3.719 0.830
S 0.785 3.113 -0.553
C -0.771 4.029 -0.316
C -2.022 3.255 -0.730
S -2.283 1.583 -0.078
H -4.085 1.786 1.448
H -2.829 0.665 1.963
H -3.038 2.549 3.526
H -2.844 3.721 2.251
H -0.581 0.513 3.049
H -0.529 1.321 4.632
H 1.708 0.586 4.207
H 1.732 2.318 3.960
H 3.340 3.105 2.187
H 3.476 2.371 0.600
H 2.386 4.561 0.463
H 1.131 4.080 1.606
H -0.724 4.926 -0.935
H -0.813 4.337 0.723
H -2.907 3.851 -0.499
H -2.024 3.099 -1.809
C -2.664 -2.644 2.421
C -1.304 -2.157 2.013
O -1.163 -1.071 1.429
N -0.255 -2.922 2.338
C 1.127 -2.537 2.079
C 1.624 -3.029 0.742
C 2.404 -4.172 0.663
C 2.785 -4.651 -0.580
C 2.366 -3.973 -1.711
C 1.604 -2.830 -1.546
N 1.240 -2.354 -0.352
H -3.375 -2.417 1.629
H -2.973 -2.100 3.315
H -2.686 -3.709 2.644
H -0.429 -3.796 2.807
H 1.745 -2.949 2.875
H 1.193 -1.453 2.133
H 2.707 -4.682 1.568
H 3.395 -5.541 -0.662
H 2.629 -4.309 -2.704
H 1.278 -2.263 -2.410
O -1.371 1.064 -4.372
C -1.138 0.554 -3.308
O -0.330 1.080 -2.405
C -1.740 -0.771 -2.917
C -2.654 -1.394 -3.745
C -3.160 -2.625 -3.359
C -2.721 -3.188 -2.170
C -1.801 -2.498 -1.402
N -1.324 -1.306 -1.764
H -2.941 -0.906 -4.666
H -3.880 -3.141 -3.980
H -3.081 -4.152 -1.839
H -1.418 -2.911 -0.479
N 2.109 1.874 -3.569
C 3.090 1.302 -2.897
N 4.349 1.508 -3.279
S 2.844 0.257 -1.546
H 2.295 2.442 -4.381
H 1.144 1.730 -3.285
H 4.581 2.074 -4.080
H 5.098 1.061 -2.779